# 1
DFT (ωB97M-V/def2-TZVPD) results for the molecule CH2N2OS at a distorted geometry.

maximum force: 9.54 eV Å⁻¹
LUMO: -0.482 eV
total charge: 0
energy above the lowest of the compared OMol25 structures with the same formula, charge and spin: 80.2 kcal/mol

Cartesian coordinates (Å):
1 C -1.85 -0.91 -0.50
2 N -2.93 -1.23 -0.69
3 N 0.36 0.69 0.46
4 O -0.34 0.33 -2.22
5 S -0.23 -0.26 -0.58
6 H 0.05 1.59 0.29
7 H 0.58 -1.24 -0.57

# 2
DFT (ωB97M-V/def2-TZVPD) results for a structure of composition C24H43FP2Pb at a distorted geometry.

maximum force: 1.15 eV Å⁻¹
LUMO (alpha / beta): -8.957 / -9.020 eV
total charge: +2
energy above the lowest of the compared OMol25 structures with the same formula, charge and spin: 0.0 kcal/mol

Cartesian coordinates (Å):
1 Pb -0.82 1.09 2.46
2 C -0.69 -2.28 3.48
3 C 0.66 -2.40 3.07
4 C 0.59 -0.87 4.77
5 C -0.75 -1.33 4.53
6 C 1.44 -1.53 3.85
7 C -1.86 -2.96 2.88
8 H -1.61 -3.37 1.90
9 H -2.70 -2.26 2.74
10 H -2.23 -3.78 3.51
11 C -1.95 -0.81 5.17
12 H -2.85 -1.10 4.61
13 H -1.94 0.29 5.22
14 H -2.09 -1.17 6.20
15 C 0.96 0.23 5.67
16 H 0.99 -0.07 6.72
17 H 0.26 1.08 5.60
18 H 1.96 0.61 5.42
19 C 2.90 -1.31 3.74
20 H 3.45 -1.86 4.51
21 H 3.14 -0.26 3.84
22 H 3.26 -1.64 2.77
23 C 1.17 -3.25 1.98
24 H 1.61 -4.18 2.38
25 H 1.95 -2.75 1.40
26 H 0.39 -3.53 1.27
27 C -2.13 0.95 -4.61
28 C -2.02 -0.38 -4.69
29 C -1.08 -1.19 -5.55
30 C 0.25 -0.50 -5.94
31 C 1.04 0.05 -4.79
32 C 0.91 1.26 -4.23
33 C -0.01 2.39 -4.61
34 C -1.31 1.98 -5.34
35 H -1.58 -1.49 -6.49
36 H 0.04 0.28 -6.68
37 H -0.87 -2.13 -5.02
38 H -1.05 1.63 -6.34
39 H -2.98 1.36 -4.04
40 H -2.76 -1.00 -4.17
41 H -1.91 2.89 -5.48
42 H -0.26 2.94 -3.68
43 H 1.63 1.54 -3.44
44 H 0.52 3.11 -5.25
45 H 0.87 -1.25 -6.46
46 H 1.85 -0.60 -4.43
47 P -1.16 0.17 -0.18
48 P 1.59 1.49 0.99
49 C -0.25 1.40 -1.20
50 C 0.69 2.32 -0.41
51 H -1.02 1.98 -1.73
52 H 0.29 0.84 -1.98
53 H 1.46 2.79 -1.04
54 H 0.10 3.12 0.05
55 C 2.43 2.78 1.95
56 H 3.12 2.31 2.66
57 H 1.73 3.37 2.55
58 H 2.99 3.41 1.26
59 C 3.00 0.67 0.18
60 H 3.48 1.35 -0.54
61 H 2.67 -0.24 -0.32
62 H 3.72 0.40 0.96
63 C -2.91 0.68 -0.11
64 H -3.48 -0.02 0.52
65 H -3.34 0.67 -1.13
66 H -3.01 1.67 0.35
67 C -1.28 -1.40 -1.05
68 H -0.32 -1.93 -1.01
69 H -1.60 -1.26 -2.09
70 H -2.01 -2.01 -0.50
71 F -1.28 2.98 3.34

# 3
DFT (ωB97M-V/def2-TZVPD) results for a cluster of 2 separate species, C24H33F6NO10P in total.

maximum force: 0.81 eV Å⁻¹
LUMO: -4.616 eV
total charge: +1

Cartesian coordinates (Å):
1 C 4.04 -4.83 -0.74
2 C 5.12 -3.80 -0.58
3 O 6.00 -3.59 -1.36
4 O 5.01 -3.12 0.61
5 C 5.28 -1.72 0.51
6 C 4.28 -0.99 -0.41
7 C 3.79 0.33 0.21
8 C 3.57 1.45 -0.81
9 C 2.27 1.31 -1.63
10 C 1.10 0.72 -0.87
11 C 0.66 -0.53 -1.25
12 N -0.32 -1.18 -0.62
13 P -0.83 -2.89 -1.28
14 O -1.90 -2.32 -2.36
15 O 0.39 -3.14 -2.29
16 C -0.95 -0.65 0.46
17 C -1.97 -1.53 1.13
18 C -1.34 -2.70 1.92
19 O -0.17 -2.23 2.57
20 C 0.93 -3.07 2.50
21 C 2.20 -2.29 2.35
22 O 0.82 -4.25 2.56
23 C -0.61 0.67 0.85
24 C -1.42 1.34 1.97
25 F -2.74 1.13 1.73
26 F -1.25 2.67 1.97
27 C -1.07 0.85 3.44
28 F -1.90 -0.10 3.84
29 F 0.18 0.42 3.47
30 F -1.18 1.88 4.28
31 C 0.42 1.35 0.19
32 C 0.83 2.77 0.51
33 C 1.49 2.93 1.86
34 O 2.21 2.17 2.39
35 F 1.19 4.12 2.41
36 H 4.22 -5.40 -1.65
37 H 4.04 -5.49 0.13
38 H 3.08 -4.33 -0.76
39 H 6.30 -1.57 0.17
40 H 5.22 -1.34 1.54
41 H 4.75 -0.82 -1.38
42 H 3.44 -1.68 -0.53
43 H 4.52 0.68 0.94
44 H 2.89 0.12 0.78
45 H 3.67 2.43 -0.34
46 H 4.39 1.40 -1.53
47 H 2.45 0.67 -2.49
48 H 1.96 2.27 -2.04
49 H 1.14 -1.03 -2.08
50 H -2.39 -1.54 -2.06
51 H 0.27 -2.72 -3.16
52 H -2.60 -0.97 1.81
53 H -2.66 -1.98 0.40
54 H -2.08 -3.05 2.66
55 H -1.11 -3.55 1.29
56 H 3.03 -2.95 2.10
57 H 2.40 -1.75 3.28
58 H 2.06 -1.52 1.58
59 H 1.53 3.15 -0.23
60 H -0.04 3.43 0.47
61 C -3.77 1.93 -1.06
62 C -4.68 2.91 -0.36
63 O -5.20 3.89 -1.26
64 C -6.20 3.46 -2.04
65 O -6.67 2.35 -2.02
66 O -6.58 4.47 -2.81
67 C -7.63 4.15 -3.74
68 H -2.97 2.46 -1.60
69 H -3.32 1.25 -0.34
70 H -4.32 1.34 -1.80
71 H -4.13 3.47 0.39
72 H -5.50 2.39 0.14
73 H -8.48 3.72 -3.22
74 H -7.26 3.46 -4.49
75 H -7.91 5.09 -4.20

# 4
DFT (ωB97M-V/def2-TZVPD) results for the molecule C22H40N2O.

maximum force: 0.46 eV Å⁻¹
LUMO: 0.774 eV
total charge: 0
energy above the lowest of the compared OMol25 structures with the same formula, charge and spin: 6.6 kcal/mol

Cartesian coordinates (Å):
1 C -6.80 -0.50 -1.89
2 C -5.76 -0.80 -0.85
3 C -5.53 0.04 0.15
4 C -4.52 -0.18 1.25
5 N -3.17 -0.34 0.74
6 C -2.22 -0.71 1.77
7 C -0.87 -1.06 1.14
8 N -0.38 0.04 0.32
9 C -1.37 0.33 -0.70
10 H -1.58 -0.56 -1.31
11 C -2.70 0.78 -0.07
12 C -2.65 2.13 0.70
13 H -2.53 1.94 1.76
14 H -3.62 2.62 0.56
15 C -1.55 3.11 0.30
16 O -0.31 2.79 0.88
17 H -0.20 1.82 0.81
18 H -1.80 4.11 0.67
19 H -1.47 3.17 -0.80
20 H -3.42 0.88 -0.89
21 H -0.99 1.11 -1.36
22 C 0.94 -0.22 -0.23
23 H 1.11 0.51 -1.03
24 C 2.04 -0.05 0.83
25 C 3.41 0.06 0.20
26 C 3.77 1.15 -0.47
27 C 2.93 2.40 -0.60
28 H 3.58 3.27 -0.50
29 H 2.48 2.44 -1.59
30 H 2.14 2.47 0.15
31 C 5.08 1.27 -1.20
32 C 5.69 -0.09 -1.49
33 C 5.73 -0.88 -0.19
34 H 6.25 -1.83 -0.33
35 H 6.29 -0.30 0.54
36 C 4.32 -1.15 0.36
37 C 4.49 -1.50 1.85
38 H 5.29 -2.23 1.96
39 H 3.59 -1.95 2.27
40 H 4.74 -0.61 2.42
41 C 3.71 -2.36 -0.37
42 H 2.74 -2.62 0.05
43 H 3.59 -2.15 -1.43
44 H 4.36 -3.23 -0.26
45 H 5.08 -0.61 -2.23
46 H 6.69 0.02 -1.90
47 H 4.93 1.83 -2.12
48 H 5.78 1.86 -0.58
49 H 1.82 0.85 1.40
50 H 2.00 -0.90 1.51
51 H 0.99 -1.22 -0.69
52 H -0.99 -1.97 0.53
53 H -0.15 -1.26 1.93
54 H -2.07 0.08 2.52
55 H -2.60 -1.59 2.29
56 H -4.77 -1.11 1.78
57 H -4.60 0.64 1.98
58 H -6.09 0.96 0.22
59 C -5.04 -2.10 -1.03
60 H -4.13 -2.11 -0.44
61 H -5.68 -2.92 -0.72
62 H -4.79 -2.25 -2.08
63 H -6.33 -0.40 -2.87
64 H -7.51 -1.33 -1.96
65 H -7.34 0.41 -1.67

> Which value of maximum force does entry 1 give?

9.54 eV Å⁻¹

> total charge of number 2 (C24H43FP2Pb)?

+2

> What is the total charge in the third record?

+1